C21H21F25N2O9S3 as an isolated structure in a non-equilibrium geometry. Source: OMol25; level of theory: ωB97M-V with the def2-TZVPD basis set.

Properties
- HOMO level (eV) = -9.5
- HOMO-LUMO gap (Ha) = 0.3550
- multiplicity = 1
- net charge = 0

XYZ file:
```
81
Properties=species:S:1:pos:R:3:forces:R:3
O 6.177390 1.541435 -1.164616 -0.404 -0.019 0.077
S 7.247806 2.443160 -1.443438 0.323 0.558 0.573
O 6.673903 3.820031 -2.074196 0.312 -0.759 -0.402
C 5.520932 4.320580 -1.336331 -0.545 -0.369 0.830
C 4.152306 4.001939 -1.964753 0.126 0.602 -0.108
C 4.119709 3.894706 -3.500384 0.110 -0.368 0.212
C 4.669371 2.584042 -4.093646 -0.224 0.489 -0.020
S 3.475555 1.197492 -4.157079 -0.131 -0.391 -0.116
C 2.273828 1.510653 -2.919822 0.418 0.556 -0.540
N 2.172170 1.041376 -1.732473 0.199 -0.259 0.152
N 1.021560 1.580306 -1.205365 -0.325 -0.174 1.098
C 0.495988 2.337442 -2.088830 0.679 -0.369 -0.642
O 1.238106 2.349010 -3.214402 -0.409 0.385 -0.380
O 7.972842 1.843971 -2.924439 -0.007 -0.132 0.944
S 8.352880 0.298332 -2.880256 0.364 -0.822 -2.923
O 7.221476 -0.523620 -3.024698 -0.856 0.103 1.310
O 9.352967 0.107812 -3.855400 0.927 0.601 0.214
F 9.026699 0.094774 -1.493381 -0.543 0.543 0.144
H 5.695452 5.383204 -1.159766 0.085 -0.090 -0.490
H 5.534148 3.851708 -0.341840 0.000 0.224 -0.110
H 3.713912 3.138048 -1.456406 0.202 -0.078 -0.340
H 3.504250 4.850345 -1.701295 0.127 -0.140 0.064
H 4.676486 4.720702 -3.958831 -0.055 -0.036 0.218
H 3.074986 4.007769 -3.810239 0.216 0.027 -0.099
H 4.934128 2.788469 -5.136867 -0.215 -0.285 0.068
H 5.574665 2.215337 -3.620699 -0.210 0.097 0.147
H -0.415535 2.898635 -2.017627 0.026 -0.045 -0.279
C -0.594136 -3.685254 0.159364 0.197 -0.477 -0.466
C -0.723271 -3.346876 1.658036 0.548 0.540 -0.406
C -2.139115 -3.233544 2.228756 -0.302 -0.153 0.367
F -2.851654 -2.252114 1.648216 0.134 0.079 -0.142
F -2.067173 -2.939614 3.555180 0.184 -0.119 -0.007
F -0.011141 -2.231631 1.924273 -0.182 0.066 0.075
F -0.110627 -4.364493 2.334734 -0.358 0.150 -0.113
O -0.361380 -2.617063 -0.753813 -0.407 0.501 0.539
C -1.415540 -1.880219 -1.261720 0.174 -1.049 0.016
C -1.359445 -0.416141 -0.824002 0.115 0.486 0.058
F -1.378365 -0.299353 0.517569 -0.029 -0.207 0.043
F -2.442256 0.258660 -1.296373 -0.035 -0.193 -0.179
F -2.593230 -2.466122 -0.965885 -0.111 0.262 0.011
F -1.298924 -1.916535 -2.608712 0.002 0.270 0.000
H 0.309511 -4.288913 0.082312 0.063 0.121 0.100
H -1.401664 -4.333401 -0.182135 -0.198 0.158 0.151
H -2.679547 -4.175330 2.119449 0.064 -0.034 -0.076
H -0.457312 0.069117 -1.194820 -0.047 -0.283 0.004
C -3.795293 6.895646 -0.606341 -0.544 -0.214 -0.349
C -3.257448 8.040973 0.274659 0.012 -0.691 0.408
C -2.156625 8.927154 -0.315069 0.135 0.560 -0.039
F -1.039477 8.233619 -0.605656 -0.073 -0.221 -0.001
F -1.809869 9.874361 0.587764 -0.180 -0.057 0.068
F -2.872243 7.537763 1.466639 0.168 0.072 -0.051
F -4.317132 8.860935 0.526211 0.046 0.155 -0.303
O -3.284794 5.581874 -0.385222 0.735 0.347 0.256
C -2.113838 5.170826 -0.987069 -1.024 0.452 -0.340
C -1.012368 4.868436 0.032277 0.353 -0.210 0.517
F -0.732574 5.941919 0.789643 -0.108 0.132 -0.129
F 0.130139 4.519234 -0.617836 -0.220 0.309 0.030
F -1.718550 6.051254 -1.925328 0.298 -0.083 0.076
F -2.398084 4.017993 -1.641603 0.225 -0.136 0.118
H -4.849256 6.807375 -0.345963 0.063 -0.004 0.160
H -3.782833 7.155130 -1.664992 0.274 0.098 0.022
H -2.506131 9.431429 -1.220346 -0.083 -0.073 -0.007
H -1.308365 4.050415 0.692707 -0.105 -0.064 -0.143
C -4.147411 -8.744503 4.792137 0.022 -0.291 0.604
C -5.002942 -8.441778 3.545426 0.229 0.660 0.374
C -4.594221 -9.108670 2.229039 -0.239 -0.274 -0.438
F -3.361410 -8.745199 1.829754 0.092 0.094 0.184
F -5.452595 -8.734471 1.250198 -0.107 0.042 0.164
F -5.097195 -7.103210 3.388158 0.069 -0.038 -0.169
F -6.261031 -8.886371 3.826564 0.084 -0.308 -0.095
O -3.157400 -7.793353 5.174190 0.047 0.203 -0.836
C -1.896722 -7.819207 4.602440 -0.589 -0.750 0.611
C -1.605265 -6.556533 3.787695 0.282 0.545 -0.087
F -2.513680 -6.387408 2.799470 -0.117 -0.191 0.024
F -0.392790 -6.652369 3.207239 0.010 -0.536 0.230
F -1.717210 -8.945832 3.887772 0.127 0.177 -0.206
F -1.012580 -7.868026 5.621194 0.108 0.239 -0.100
H -4.848090 -8.733861 5.626246 -0.051 0.144 -0.073
H -3.741523 -9.756093 4.771932 0.081 0.033 -0.284
H -4.631563 -10.198029 2.316567 -0.003 0.011 0.110
H -1.624341 -5.670247 4.426157 -0.022 -0.095 0.118
```
Forces are in eV/Å.

Löwdin atomic charge list, values in e, 5 entries:
1 O -0.341
2 S 0.991
3 O -0.336
4 C -0.206
5 C -0.160